A cluster of 2 separate species, C20H24ClN4O3PS in total. Source: the Open Molecules 2025 dataset; level of theory: ωB97M-V/def2-TZVPD.

## Properties
Gap between HOMO and LUMO in eV: 5.02
Multiplicity: 1
Total charge: +2

Positions of all 54 atoms, in Å:
C1 2.718 1.759 3.118
N1 2.760 2.503 1.858
C2 2.506 3.936 2.067
C3 1.078 4.177 2.469
C4 0.661 4.758 3.608
S1 1.700 5.385 4.845
C5 -0.827 4.871 3.841
O1 -1.315 5.806 4.414
C6 -1.686 3.760 3.304
P1 -3.204 3.405 4.335
N2 -2.589 1.916 4.877
O2 -4.292 3.051 3.158
C7 -1.246 3.243 2.164
Cl1 -1.966 1.964 1.245
C8 0.029 3.730 1.520
O3 0.175 3.728 0.323
H1 3.266 2.251 3.934
H2 3.150 0.763 2.983
H3 1.682 1.633 3.448
H4 3.684 2.412 1.449
H5 3.161 4.327 2.860
H6 2.726 4.474 1.141
H7 0.704 6.037 5.459
H8 -2.337 1.219 4.186
H9 -3.145 1.504 5.617
H10 -4.239 2.144 2.838
C9 -1.858 -6.801 -5.638
N3 -1.317 -5.697 -4.806
C10 -0.825 -4.606 -5.419
C11 -0.332 -3.549 -4.691
C12 -0.351 -3.608 -3.298
C13 -0.857 -4.750 -2.688
C14 -1.332 -5.782 -3.468
C15 0.152 -2.468 -2.484
C16 -0.665 -1.856 -1.541
C17 -0.162 -0.809 -0.797
N4 1.090 -0.370 -0.974
C18 1.894 -0.942 -1.884
C19 1.452 -1.994 -2.654
C20 1.595 0.776 -0.160
H11 -1.082 -7.142 -6.319
H12 -2.715 -6.432 -6.196
H13 -2.161 -7.614 -4.988
H14 -0.844 -4.609 -6.500
H15 0.047 -2.684 -5.217
H16 -0.878 -4.857 -1.612
H17 -1.733 -6.691 -3.043
H18 -1.689 -2.166 -1.386
H19 -0.735 -0.284 -0.048
H20 2.890 -0.532 -1.974
H21 2.128 -2.436 -3.372
H22 1.919 1.568 -0.828
H23 2.422 0.428 0.453
H24 0.795 1.151 0.469



A structure of composition C20H24IN2O6PScSe2. Source: the Open Molecules 2025 dataset; level of theory: ωB97M-V/def2-TZVPD.

## Properties
Gap between HOMO and LUMO in eV: 4.92
Multiplicity: 1
Total charge: -1

Positions of all 57 atoms, in Å:
Sc1 -0.700 -0.938 1.134
O1 0.790 -2.352 1.007
C1 0.886 -3.486 1.845
C2 0.345 -3.002 3.184
N1 -0.762 -2.144 2.843
C3 -2.022 -2.789 2.427
C4 -2.882 -1.976 1.371
O2 -4.099 -1.825 1.734
O3 -2.377 -1.721 0.233
C5 -0.906 -0.873 3.559
C6 0.211 0.145 3.154
O4 1.077 0.365 4.068
O5 0.093 0.718 2.028
H1 0.659 -2.630 -0.085
H2 1.930 -3.801 1.922
H3 0.292 -4.302 1.425
H4 1.137 -2.435 3.688
H5 0.069 -3.830 3.846
H6 -2.629 -3.006 3.315
H7 -1.826 -3.755 1.946
H8 -0.910 -1.040 4.642
H9 -1.858 -0.385 3.314
Se1 1.718 -0.485 0.184
P1 0.820 0.347 -1.489
Se2 -1.417 0.131 -1.103
C7 1.361 2.103 -1.591
C8 0.431 3.148 -1.501
C9 0.860 4.477 -1.583
C10 2.217 4.766 -1.755
C11 3.147 3.726 -1.846
C12 2.720 2.397 -1.764
C13 1.301 -0.565 -3.018
C14 0.765 -0.154 -4.246
C15 1.111 -0.822 -5.425
C16 1.994 -1.904 -5.383
C17 2.533 -2.318 -4.162
C18 2.189 -1.652 -2.981
H10 -0.622 2.941 -1.369
H11 0.141 5.283 -1.513
H12 2.547 5.795 -1.818
H13 4.197 3.950 -1.980
H14 3.447 1.598 -1.837
H15 0.081 0.684 -4.289
H16 0.694 -0.500 -6.371
H17 2.261 -2.420 -6.296
H18 3.217 -3.156 -4.131
H19 2.618 -1.990 -2.049
N2 -3.345 1.712 2.707
C19 -2.409 1.774 1.712
O6 -1.763 0.780 1.399
C20 -2.230 3.129 1.063
I1 -3.592 3.278 -0.547
H20 -3.535 0.792 3.085
H21 -4.066 2.414 2.801
H22 -1.191 3.218 0.728
H23 -2.399 3.916 1.805
H24 -2.319 -1.332 1.961



A structure of composition C20H24INOP2W. Source: the Open Molecules 2025 dataset; level of theory: ωB97M-V/def2-TZVPD.

## Properties
Gap between HOMO and LUMO (spin up / spin down) in eV: 4.84 / 4.59
Multiplicity: 3
Total charge: +2
Energy relative to the best compared isomer or geometry (same formula, charge and spin) in kcal/mol: 54.19

Positions of all 50 atoms, in Å:
C1 -1.629 3.011 -3.605
C2 -1.253 1.808 -3.054
C3 0.143 1.428 -3.228
C4 1.134 2.340 -3.679
C5 0.706 3.608 -4.119
C6 -0.668 3.914 -4.127
C7 2.448 1.856 -3.684
C8 2.824 0.527 -3.383
C9 1.748 -0.326 -2.973
C10 1.956 -1.693 -2.564
C11 3.226 -2.228 -2.759
C12 4.289 -1.377 -3.214
C13 4.095 -0.049 -3.481
H1 -2.677 3.314 -3.624
H2 1.467 4.292 -4.448
H3 -0.964 4.854 -4.533
H4 3.228 2.530 -3.965
H5 3.441 -3.258 -2.548
H6 5.274 -1.800 -3.348
H7 4.907 0.639 -3.781
N1 0.443 0.091 -3.090
W1 -0.112 -0.015 0.408
C14 -2.267 0.870 -2.426
H8 -2.169 -0.162 -2.794
H9 -3.293 1.242 -2.602
C15 0.814 -2.566 -2.073
H10 -0.084 -2.456 -2.697
H11 1.128 -3.622 -2.056
P1 -2.074 0.752 -0.566
P2 0.249 -2.224 -0.347
C16 1.521 -2.908 0.731
H12 1.306 -2.656 1.775
H13 1.504 -3.997 0.606
H14 2.502 -2.513 0.445
C17 -1.220 -3.246 -0.106
H15 -0.888 -4.290 -0.085
H16 -1.708 -2.999 0.841
H17 -1.920 -3.092 -0.934
C18 -2.438 2.452 0.013
H18 -3.478 2.701 -0.262
H19 -2.320 2.485 1.107
H20 -1.735 3.148 -0.469
C19 -3.524 -0.244 -0.012
H21 -3.436 -0.440 1.069
H22 -4.439 0.336 -0.218
H23 -3.541 -1.198 -0.566
C20 -0.783 -0.520 2.031
O1 -1.232 -0.919 2.993
H24 0.253 1.097 1.296
I1 1.931 1.653 0.270



Looking at calculated total energy for the records above, in order, we have -2420.44782 -7540.01846 -1953.35695 a.u..
Looking at max |F| for the records above, in order, we have 0.011 0.129 0.217 Eh/bohr.